{"formula": "H4S3", "method": "ωB97M-V/def2-TZVPD", "species": ["S", "H", "H", "S", "S", "H", "H"], "xyz": [[-0.36299, -2.44052, -1.02978], [0.63099, -2.88683, -0.31727], [-1.24104, -2.96359, -0.21035], [-0.47431, 2.79613, 0.24488], [0.92252, 1.28625, 0.69793], [-1.28039, 1.98260, -0.55938], [1.80523, 2.22597, 1.17398]], "lowdin_charge": [0.50, -0.25, -0.24, 0.18, 0.18, -0.17, -0.19], "charge": 0, "gap_ev": 8.8, "de_lowest_kcal_mol": 8.3, "smiles": "SS.S", "energy_ha": -1196.9251}

---

{"formula": "C3H5NO2", "method": "ωB97M-V/def2-TZVPD", "species": ["C", "N", "C", "O", "C", "O", "H", "H", "H", "H", "H"], "xyz": [[1.04795, -1.69562, 1.11649], [0.57964, -0.63718, 0.26908], [0.95427, 0.16814, -0.53596], [1.18385, 1.00921, -1.32926], [-1.81017, 1.77123, -0.88404], [-2.73859, 1.68273, -1.64533], [1.44579, -2.52118, 0.52040], [1.82967, -1.33531, 1.79109], [0.21503, -2.06716, 1.71499], [-1.57410, 0.97739, -0.14451], [-1.13334, 2.64776, -0.87294]], "lowdin_charge": [-0.09, 0.06, -0.34, 0.13, -0.15, 0.00, 0.08, 0.08, 0.08, 0.07, 0.08], "charge": 0, "gap_ev": 10.4, "de_lowest_kcal_mol": 39.5, "smiles": "CN=C=O.C=O", "energy_ha": -322.5114}

---

{"formula": "C4H12S4", "method": "ωB97M-V/def2-TZVPD", "species": ["S", "S", "C", "C", "H", "H", "H", "H", "H", "H", "S", "S", "C", "C", "H", "H", "H", "H", "H", "H"], "xyz": [[-2.12738, -2.42661, 1.54767], [-0.26308, -1.60792, 1.67516], [-3.11999, -1.37516, 0.52057], [-0.37637, -0.41688, 2.99202], [-2.75736, -1.32313, -0.51981], [-3.15258, -0.35282, 0.93332], [-4.14378, -1.78559, 0.51618], [0.58600, 0.11674, 2.91644], [-0.46510, -0.84034, 4.00663], [-1.19358, 0.30830, 2.84076], [2.90919, 0.83508, -0.66900], [0.76300, 0.76569, -0.54687], [3.10354, 2.25404, -1.74898], [0.28268, -0.30402, -1.94114], [3.15146, 2.06341, -2.83432], [4.01211, 2.80202, -1.44759], [2.22519, 2.88817, -1.54160], [0.72829, 0.06718, -2.87936], [-0.81302, -0.34071, -2.06247], [0.65078, -1.32745, -1.75761]], "lowdin_charge": [0.42, 0.39, -0.51, -0.50, 0.02, 0.03, 0.04, 0.03, 0.04, 0.04, 0.45, 0.39, -0.53, -0.47, 0.03, 0.03, 0.01, 0.03, 0.03, 0.03], "charge": 0, "gap_ev": 8.9, "de_lowest_kcal_mol": 8.1, "smiles": "CSSC.CSSC", "energy_ha": -1752.3341}

---

{"formula": "C10H5Cl2N", "method": "ωB97M-V/def2-TZVPD", "species": ["C", "C", "C", "C", "C", "C", "C", "C", "C", "C", "N", "Cl", "Cl", "H", "H", "H", "H", "H"], "xyz": [[0.92141, 0.85077, -2.02541], [0.60939, -0.29364, -2.82315], [1.05599, 1.28974, -0.73137], [0.06516, -1.49808, -2.31159], [0.63949, 0.59070, 0.49360], [0.25914, -0.68351, 0.04255], [0.10997, 1.20864, 1.62680], [0.02970, -1.48386, -0.90628], [-0.64767, 0.41376, 2.62536], [-1.50336, -1.87842, 2.88213], [-1.18496, -0.72645, 2.45651], [-0.77256, 1.21953, 4.23859], [-3.05231, -2.57367, 2.71488], [1.10934, 1.58706, -2.81807], [0.91363, -0.16938, -3.92000], [1.33981, 2.24741, -0.62659], [-0.29211, -2.36137, -2.86502], [0.39995, 2.26076, 1.94707]], "lowdin_charge": [-0.07, -0.07, 0.00, -0.06, -0.21, 0.05, -0.07, 0.03, -0.65, -0.55, -0.07, 0.60, 0.57, 0.10, 0.13, 0.07, 0.09, 0.12], "charge": 0, "gap_ev": [6.7, 6.7], "energy_ha": -1358.9355}

---

{"formula": "C4H5NO", "method": "ωB97M-V/def2-TZVPD", "species": ["C", "C", "C", "C", "O", "N", "H", "H", "H", "H", "H"], "xyz": [[-1.82153, -0.13741, 0.10828], [-0.47908, 0.54328, 0.05651], [0.15566, 1.63306, 0.30495], [0.86394, -0.33370, 0.07189], [0.73215, -1.43456, 0.55384], [2.02267, 0.09033, -0.51951], [-1.99987, -0.80244, -0.74294], [-2.61873, 0.61265, 0.13049], [-1.88988, -0.73611, 1.02173], [2.82094, -0.51260, -0.35689], [2.21373, 1.07750, -0.62835]], "lowdin_charge": [-0.05, -0.32, 0.22, -0.53, 0.08, 0.15, 0.09, 0.08, 0.09, 0.12, 0.08], "charge": 0, "gap_ev": 10.1, "de_lowest_kcal_mol": 76.3, "energy_ha": -285.2930}

---

{"formula": "C4H8Si", "method": "ωB97M-V/def2-TZVPD", "species": ["C", "C", "C", "C", "Si", "H", "H", "H", "H", "H", "H", "H", "H"], "xyz": [[2.19582, -0.77945, 0.56029], [1.56641, 0.11389, 0.09625], [-1.41728, -1.24038, -0.28757], [0.58910, 1.01614, -0.49125], [-1.08997, 0.55535, 0.30984], [2.99279, -1.41344, 0.82264], [-0.47077, -1.91406, -0.19945], [-2.00994, -1.92196, 0.33905], [-1.60198, -1.19743, -1.44304], [0.81274, 1.97532, 0.13509], [-1.15603, 1.01295, 1.76224], [-1.69301, 1.92389, -0.22071], [1.28212, 1.86918, -1.38338]], "lowdin_charge": [0.08, -0.34, -0.26, -0.39, 0.60, 0.02, 0.05, 0.01, 0.06, 0.05, -0.04, -0.03, 0.21], "charge": 0, "gap_ev": 10.1, "de_lowest_kcal_mol": 92.7, "energy_ha": -446.5086}